# C4H3F2IN2

An isolated molecule of C4H3F2IN2 (ωB97M-V with the def2-TZVPD basis set, the OMol25 dataset).

Summary:
* LUMO level: 0.4 eV
* frontier orbital gap: 0.344 Eh
* SMILES string: Cn1nc(F)c(I)c1F

The geometry in XYZ format:
```
12
Properties=species:S:1:pos:R:3:forces:R:3
C -0.05206 -0.00112 -0.27817 -2.28 -0.82 0.35
H -0.87024 0.27384 0.54108 2.12 0.19 -1.80
H -0.24451 -1.10082 -0.38248 0.88 0.86 0.00
F 2.28003 -1.75969 0.11504 -0.36 -0.81 -0.24
C 3.01161 1.66151 0.22738 -2.20 -1.39 -1.29
H -0.15088 0.44866 -1.27540 -1.19 0.00 0.47
F 3.64692 2.84293 0.28809 -0.45 -1.34 0.02
I 5.49015 -0.38185 -0.03261 -0.46 0.22 0.21
N 1.31207 0.33516 -0.00386 0.05 0.20 1.11
C 2.36018 -0.46365 0.07521 2.51 1.79 0.12
C 3.54412 0.31759 0.14057 -1.28 0.81 0.39
N 1.64712 1.64862 0.05992 2.67 0.29 0.65
```
Forces are in eV/Å.

# H24O12

A cluster of 12 separate species, H24O12 in total (ωB97M-V with the def2-TZVPD basis set, the OMol25 dataset).

Summary:
* LUMO level: -0.9 eV
* frontier orbital gap: 0.333 Eh
* SMILES string: O.O.O.O.O.O.O.O.O.O.O.O

The geometry in XYZ format:
```
36
Properties=species:S:1:pos:R:3:forces:R:3
H 0.34625 3.17737 1.09034 0.10 0.34 0.76
O -0.39617 2.25974 -0.37670 -0.08 -0.68 -0.04
H 2.77496 1.32189 0.16129 0.80 -1.36 -1.35
H 0.65534 -2.88483 -1.12926 0.31 0.89 -0.78
H -2.19623 0.83708 -0.88954 -0.13 0.04 0.13
H -2.46205 -0.56751 -0.36258 -0.17 -0.30 -0.26
O 0.52690 -3.61886 -0.54829 -0.37 -0.42 1.10
O 1.19083 -1.68325 -2.30986 -0.91 0.94 0.77
H -2.12866 0.53496 1.24217 -0.75 0.69 -2.01
H 2.04802 1.53796 1.41324 -0.82 -0.59 1.32
H 2.10126 -1.88093 -2.18392 1.35 -0.31 -0.08
O 0.46643 -2.17979 1.76782 -0.13 0.89 0.22
H 0.89399 2.29570 -3.08930 -0.68 0.74 -1.16
H 0.85989 0.02659 3.18469 0.32 0.80 -0.62
H 1.42655 0.95067 -2.73006 0.09 -2.58 -0.86
O 1.39421 1.82508 -2.45331 0.67 1.79 1.75
H -2.84091 -2.86283 -1.10924 -0.55 -0.46 -0.57
H 0.27336 -1.53996 1.05250 0.13 0.57 0.90
O 2.48514 2.00509 0.71566 0.02 1.86 0.06
H -2.10200 -0.26591 2.42449 0.57 0.80 0.39
H 0.42490 -4.38018 -1.09437 -0.08 -0.95 -0.53
O -1.80494 0.62218 2.11985 -0.08 -1.37 1.87
O -0.01155 -0.45125 -0.11958 -0.36 -0.18 0.01
H 0.93267 -1.91134 -3.18555 -0.10 -0.34 -1.16
H 0.46124 -2.92489 1.19260 0.16 -1.66 -0.03
H -1.36629 -2.71149 -0.68374 -0.25 -0.09 0.31
H -0.10926 0.86355 2.38473 0.27 0.26 0.14
H 0.31674 2.20754 -1.02294 0.56 -0.04 -0.16
H -0.89540 3.02568 -0.62146 -0.64 0.78 0.06
H -0.23733 0.46370 0.06427 -0.01 0.46 0.23
H 0.69885 3.73550 2.51108 0.35 -0.31 0.21
O -2.84706 0.32449 -0.39189 0.09 0.17 -0.20
O 0.12888 3.85710 1.75860 -0.41 0.17 -0.70
O 0.83281 0.87137 2.67754 -0.33 -1.00 0.58
O -2.27211 -2.41395 -0.50318 0.68 0.41 0.44
H 0.43073 -0.46629 -0.95610 0.36 0.04 -0.70
```
Forces are in eV/Å.

# C32H31IrO12P3

A structure of composition C32H31IrO12P3 (ωB97M-V with the def2-TZVPD basis set, the OMol25 dataset).

Summary:
* 2S+1: 2
* LUMO level (spin up / spin down): -1.2 / -1.5 eV
* expectation value of S²: 0.8042
* frontier orbital gap (spin up / spin down): 0.260 / 0.250 Eh

The geometry in XYZ format:
```
79
Properties=species:S:1:pos:R:3:forces:R:3
C 0.85856 0.63532 -3.45091 -0.08 0.05 0.07
C 1.50097 -3.91864 -0.87564 0.20 0.30 -0.09
Ir -0.04751 0.15694 -0.41486 0.32 -0.31 -0.07
H -0.51130 -5.32073 1.86658 0.02 -0.01 0.01
O -4.10596 -3.13496 0.88585 0.00 -0.14 0.00
H -1.50022 4.52487 2.09343 -0.01 0.00 0.00
C -1.47990 2.37907 1.82376 -0.07 -0.01 0.00
H -2.58145 -5.35145 -1.04998 -0.01 0.00 0.01
H 2.46273 0.25848 -4.81429 0.00 0.00 0.00
H 2.14863 -4.55641 -0.28962 0.00 -0.01 0.00
C -1.36110 1.11764 2.69707 0.09 -0.01 0.05
H 0.62495 3.50082 3.88409 0.00 0.00 0.00
O -0.50862 -2.50483 0.77234 -0.13 -0.09 0.23
P -2.98398 -2.40295 -1.41282 -0.10 0.08 0.03
C 0.19523 1.04506 2.88460 -0.05 0.02 0.04
H 2.40753 -2.14531 -0.17539 -0.07 0.02 0.03
C -0.37912 -2.28590 -2.34951 0.04 -0.10 -0.02
C 4.07615 -0.87177 -2.45001 -0.02 -0.01 -0.03
C -2.00452 -0.06218 1.98176 -0.18 0.25 -0.07
C -0.42079 1.20260 -3.22951 0.04 -0.03 0.04
H 1.28580 1.34052 -6.71956 0.00 0.00 0.00
C 0.85451 -0.23892 2.38554 0.14 0.11 -0.10
H 0.82056 4.41190 2.38476 0.00 0.00 0.00
H 1.65696 2.19650 1.68659 0.00 0.00 -0.01
O 1.26300 -0.20693 1.12870 -0.16 -0.21 -0.02
C 0.64990 2.27170 2.08454 0.08 0.00 0.03
C 0.81022 1.30084 -5.74881 -0.02 0.01 0.01
H -2.87235 2.88309 -4.90161 0.00 0.00 0.00
O -3.69621 -1.09604 -0.89935 -0.07 -0.07 -0.08
C -3.35808 -4.94951 -0.40076 0.07 -0.01 -0.01
H -3.88903 2.77222 -2.66475 0.00 0.00 0.00
O -1.96797 -3.50079 2.63585 0.08 -0.01 0.06
O -1.52562 -1.77740 -1.66159 -0.10 0.04 -0.13
C -2.91021 2.34334 -2.83795 0.00 -0.01 -0.01
C -3.00477 -3.54592 0.08174 -0.07 -0.03 -0.03
H 3.65257 -1.66781 -3.05160 0.00 0.01 0.00
C -0.39558 -3.78414 -2.39148 0.04 -0.06 0.02
H -3.47544 -5.60458 0.46066 0.00 -0.01 0.01
C -0.43011 1.85583 -5.56737 0.02 -0.02 0.01
H -1.76598 3.62656 3.58968 0.00 -0.01 0.00
P 1.46294 -0.09311 -1.94232 0.45 -0.14 -0.41
H 5.57706 1.90516 -0.21994 0.00 0.00 0.00
H -1.85994 1.22774 3.65767 0.00 -0.01 0.00
H -2.75005 1.64512 -0.81199 -0.01 0.02 0.02
H 3.11589 1.66958 -0.41641 0.00 0.02 0.00
C 1.65201 -2.58471 -0.81324 0.30 -0.52 0.15
C 0.32083 3.55839 2.83982 0.00 0.00 -0.01
H 0.44660 1.12665 3.94029 -0.01 -0.01 0.01
C -2.35206 2.40429 -4.08116 0.00 -0.01 0.02
O -2.68398 -0.88559 2.58927 0.03 0.00 0.02
C 5.15426 1.13392 -0.84981 -0.01 0.00 0.00
C 1.47506 0.68072 -4.67320 0.01 0.02 -0.01
H -2.36349 2.41569 1.19661 -0.01 0.00 -0.02
C 5.45033 -0.74186 -2.33364 0.00 0.00 0.00
C 5.98648 0.26167 -1.53700 0.00 0.00 0.00
H 7.06039 0.35740 -1.44415 0.00 0.00 0.00
C 0.83982 -1.71413 -1.62422 -0.71 1.07 0.36
O -0.93653 -5.05270 1.04238 0.00 -0.01 0.05
C 3.77803 1.00984 -0.96285 0.03 -0.03 0.00
H -3.89117 -2.31423 1.35064 0.01 0.11 0.02
C 3.24050 0.01108 -1.76915 -0.02 0.10 0.01
O -1.89825 -0.04110 0.69482 0.07 -0.05 0.13
H -0.93354 2.33599 -6.39827 0.00 0.00 0.00
C -2.24458 1.70455 -1.76473 -0.02 0.01 -0.01
C 0.47366 -4.52402 -1.70199 -0.09 -0.01 -0.11
O -0.29873 2.29023 0.99355 0.01 0.02 -0.09
H -3.11975 -0.62456 -0.24089 0.02 -0.07 -0.05
H -1.18930 -4.22629 -2.98109 0.01 0.00 -0.01
H -0.42941 -1.88930 -3.36853 0.00 0.03 0.01
H -4.28987 -4.90175 -0.95954 0.00 0.01 0.00
H -2.12569 -2.57034 2.91119 -0.03 -0.15 -0.04
O -3.57909 -3.04138 -2.59000 0.01 0.00 -0.01
H 6.10304 -1.42788 -2.85686 0.00 0.00 0.00
C -1.21282 3.63546 2.65152 0.01 -0.01 -0.01
P -1.47387 -3.54728 1.13299 -0.13 0.06 0.03
H 0.40654 -5.60403 -1.73522 -0.01 0.00 0.00
O 1.04888 -1.16149 3.13652 0.03 -0.07 0.05
C -1.00882 1.12819 -1.92231 0.05 -0.10 -0.09
C -1.07834 1.82659 -4.30973 0.00 -0.01 -0.02
```
Forces are in eV/Å.

# C3H4CuO2

A structure of composition C3H4CuO2 (ωB97M-V with the def2-TZVPD basis set, the OMol25 dataset).

Summary:
* charge: +1
* LUMO level: -5.9 eV
* frontier orbital gap: 0.243 Eh

The geometry in XYZ format:
```
10
Properties=species:S:1:pos:R:3:forces:R:3
C -1.24360 -0.50622 -0.32469 1.06 -0.78 0.99
O -1.92885 -0.74549 0.76507 0.62 0.63 0.78
H 1.00539 -0.32196 -1.45004 -0.25 -0.08 0.51
H -0.75567 1.21536 -1.34760 0.42 0.47 0.52
C -0.65658 0.82050 -0.31972 0.92 -1.03 -0.61
H -1.62445 -1.57090 1.16857 -0.98 -0.69 -0.59
C 0.77986 -0.02268 -0.40699 -1.26 1.46 -1.92
O 1.63955 -0.07836 0.45353 0.05 -0.05 0.93
H -0.77653 1.45558 0.56666 -0.06 0.10 -0.45
Cu 3.56088 -0.24581 0.89522 -0.53 -0.04 -0.16
```
Forces are in eV/Å.

# C9H9N3O2

A structure of composition C9H9N3O2 (ωB97M-V with the def2-TZVPD basis set, the OMol25 dataset).

Summary:
* LUMO level: -0.1 eV
* frontier orbital gap: 0.249 Eh

The geometry in XYZ format:
```
23
Properties=species:S:1:pos:R:3:forces:R:3
H -2.00836 0.58705 -2.38277 0.05 -0.01 -0.56
H 0.22957 -0.55317 -1.80419 -3.95 -1.68 0.20
N -0.27387 -0.79069 0.15644 -2.33 -7.03 -4.51
H -3.43136 -0.30811 1.53809 2.12 0.15 -0.73
H 3.23732 -0.99455 -1.25724 0.91 -0.63 -0.43
C 2.62851 -0.49440 -0.56010 -1.22 1.46 -0.24
N 1.55283 0.12803 -1.16592 2.53 2.57 2.74
H -1.13187 -1.07448 2.09952 0.80 0.37 -1.19
N 0.60759 0.69678 0.91092 7.10 5.62 0.72
O 1.80158 0.56678 2.77306 1.03 -0.47 -1.36
C -0.59776 -0.39500 -1.05922 -2.90 -8.14 -2.84
C -1.24155 -0.67087 1.05682 -5.30 -0.81 4.66
C 1.81048 0.35667 1.55437 -1.39 0.18 1.91
H 1.36503 0.23223 -2.11243 1.17 0.24 -1.97
O -0.47029 1.28023 -1.02122 3.63 10.71 -0.51
C -2.52839 -0.21500 0.82716 0.82 -1.86 2.09
H -3.89015 0.55688 -0.61544 1.87 -0.13 -0.32
H -0.02111 1.23648 1.42412 -1.00 1.03 1.04
C -2.81492 0.20491 -0.45470 -2.37 1.52 -3.08
C 2.81630 -0.38234 0.75079 1.00 -0.63 0.92
H 3.71504 -0.90222 1.19089 -1.42 0.89 -0.16
C 0.45727 0.69435 -0.45372 4.77 0.09 3.30
C -1.81188 0.24045 -1.39522 -5.95 -3.42 0.30
```
Forces are in eV/Å.

# C8H10Se

A cluster of 2 separate species, C8H10Se in total (ωB97M-V with the def2-TZVPD basis set, the OMol25 dataset).

Summary:
* LUMO level (spin up / spin down): 0.1 / -0.3 eV
* frontier orbital gap (spin up / spin down): 0.269 / 0.270 Eh

The geometry in XYZ format:
```
19
Properties=species:S:1:pos:R:3:forces:R:3
C -0.99729 0.97759 2.58833 0.29 -0.10 1.57
H -1.35792 -1.35844 1.67281 0.19 -0.07 0.12
C 1.27670 1.20662 0.61684 1.45 -1.45 3.20
H -0.57261 0.62700 3.56408 -0.12 -0.43 -1.30
H 1.22303 -1.42281 0.11344 -0.31 1.13 -0.64
H 1.21060 2.26434 0.66740 0.22 0.70 0.43
C 0.74744 0.57502 -0.47175 -1.13 3.26 -1.70
C 0.39577 -1.40914 -1.78725 -0.41 -3.01 0.66
C 0.13804 1.32248 -1.54283 0.13 -2.74 -1.28
C -0.24873 -0.76708 -2.79431 0.14 2.59 -0.21
H 0.53286 -2.51613 -1.61383 -0.46 1.14 -1.15
C -0.28143 0.66216 -2.69553 0.03 -1.33 1.29
C 0.79370 -0.73588 -0.67432 1.68 -4.35 1.82
H 0.02569 2.34088 -1.52127 -0.06 2.42 0.37
H -0.77272 -1.11317 -3.65127 0.10 -1.09 -0.47
Se -2.09801 -0.11248 1.52379 0.02 0.58 0.26
H -0.73435 1.11190 -3.54702 -0.25 0.97 -0.22
H -1.34017 1.98390 2.82762 -0.28 -0.01 -0.91
H 1.82949 0.55792 1.44183 -1.23 1.78 -1.86
```
Forces are in eV/Å.

DFT total energy values (in Eh) by entry order: -761.10174, -917.27088, -3269.49199, -1907.23263, -662.69410, -2712.09498.
Energy above the lowest of the compared OMol25 structures with the same formula, charge and spin values (in kcal per mole) by entry order: 0.0, 34.2, 77.2, 72.3, 298.2, 76.3.